(1)
2 unconnected molecules or ions with the total composition CH5N3O. Source: the OMol25 dataset; level of theory: ωB97M-V with the def2-TZVPD basis set.

Structure (XYZ):
```
10
Properties=species:S:1:pos:R:3:lowdin_charge:R:1
H 1.553 2.368 2.274 0.100
N 1.904 1.332 2.129 0.015
N 1.289 0.593 1.348 -0.134
O 0.038 1.066 0.866 -0.085
H -0.308 0.454 0.225 -0.034
C -0.569 -1.268 -1.508 -0.068
N -1.399 -0.594 -0.805 0.033
H 0.460 -0.832 -1.580 0.084
H -0.659 -2.071 -2.101 0.026
H -2.309 -1.049 -0.849 0.062
```

For the HOMO energy, the calculation gives -9.81 eV. The calculation puts the energy above the lowest of the compared OMol25 structures with the same formula, charge and spin at 314.1 kJ/mol. The value obtained for the HOMO-LUMO gap is 10.62 eV. The electronic energy is -280.48487 a.u.


(2)
A molecular structure, C5H13NO2. Source: the OMol25 dataset; level of theory: ωB97M-V with the def2-TZVPD basis set.

Structure (XYZ):
```
21
Properties=species:S:1:pos:R:3:lowdin_charge:R:1
C -0.901 -1.168 1.459 -0.076
N 0.454 0.942 -0.633 0.147
C 0.775 -0.526 -0.462 -0.132
C -0.290 -1.486 0.059 -0.180
C 3.223 -0.063 -0.867 0.157
C 2.121 -0.880 -0.538 -0.102
H 0.004 -1.267 2.111 0.085
H -1.297 -0.182 1.514 0.021
H -1.531 -1.971 1.845 0.082
H -0.489 1.019 -0.921 0.024
H 0.632 1.326 0.320 0.115
H 0.175 -2.568 0.285 0.151
H 3.083 1.024 -0.967 0.081
H 4.248 -0.428 -0.703 0.083
H 2.417 -1.943 -0.558 0.112
H -1.075 -1.387 -0.715 0.113
H -2.235 1.290 0.390 -0.017
O -2.533 0.557 -0.574 -0.347
H -3.406 0.738 -1.057 0.009
H -1.766 2.786 1.251 -0.012
O -1.405 1.907 1.041 -0.313
```

For the HOMO energy, the calculation gives -7.93 eV. The calculation puts the energy above the lowest of the compared OMol25 structures with the same formula, charge and spin at 576.1 kJ/mol. The value obtained for the HOMO-LUMO gap is 5.14 eV. The electronic energy is -403.35718 a.u.